(1)
Density functional theory data (ωB97M-V with the def2-TZVPD basis set) for C23H27N3PdSbSe as an isolated structure.

Structure (ORCA input):
```
! wB97M-V def2-TZVPD RIJCOSX def2/J DEFGRID3
* xyz 1 3
Pd -1.2152 0.3772 -0.3029
C -0.0981 4.4068 1.0470
C 1.0154 4.1192 1.8305
C 1.4124 2.8023 2.0048
C 0.7008 1.7757 1.3831
C -0.4050 2.0630 0.5856
C -0.8062 3.3824 0.4279
C 1.0950 0.3515 1.5181
C 1.9702 -0.1006 2.5422
C 2.2570 -1.4223 2.6380
C 1.6982 -2.3396 1.7146
C 1.9671 -3.7292 1.7624
C 1.4056 -4.5718 0.8490
C 0.5495 -4.0527 -0.1515
C 0.2745 -2.7170 -0.2158
C 0.8464 -1.8320 0.7248
N 0.5653 -0.4896 0.6499
H -0.4088 5.4367 0.9177
H 1.5702 4.9170 2.3056
H 2.2852 2.5946 2.6110
H -1.6604 3.6267 -0.1932
H 2.3738 0.6045 3.2525
H 2.9066 -1.7907 3.4238
H 2.6248 -4.1068 2.5358
H 1.6093 -5.6331 0.8885
H 0.1029 -4.7261 -0.8726
H -0.3866 -2.3132 -0.9723
C -5.1010 -0.6302 2.4960
Sb -3.2204 -0.0475 1.6601
C -3.2399 -1.4793 0.0250
C -4.1085 1.5339 0.5014
H -5.7889 -0.7758 1.6650
H -5.4610 0.1637 3.1488
H -4.9984 -1.5486 3.0711
H -4.2562 -1.5995 -0.3500
H -2.8304 -2.4341 0.3479
H -2.6462 -1.1575 -0.8500
H -5.1384 1.2606 0.2735
H -3.5944 1.7219 -0.4439
H -4.0819 2.4626 1.0702
C 1.6693 2.7616 -2.1221
N 2.0069 1.3924 -2.5288
C 3.2954 0.9296 -2.6971
C 3.2046 -0.3579 -3.0875
N 1.8596 -0.6620 -3.1498
C 1.3258 -1.9734 -3.5271
C 1.1310 0.4122 -2.7995
Se -0.7556 0.5108 -2.7742
H 2.4770 3.4131 -2.4433
H 1.5440 2.8099 -1.0450
H 0.7408 3.0481 -2.6061
H 4.1503 1.5617 -2.5348
H 3.9636 -1.0780 -3.3367
H 2.0576 -2.4630 -4.1630
H 0.3960 -1.8379 -4.0689
H 1.1494 -2.5704 -2.6356
*
```

## Properties
E_LUMO (alpha / beta) in Eh: -0.108 / -0.161
HOMO level (alpha / beta) in eV: -9.901 / -10.906
Calculated total energy in eV: -104116.414
Expectation value of S²: 2.013
Relative energy (zero: lowest compared OMol25 entry of this formula, charge and spin) in eV: 0.000
Frontier orbital gap (alpha / beta) in Eh: 0.256 / 0.239

***

(2)
Density functional theory data (ωB97M-V with the def2-TZVPD basis set) for C5H12FO2Pb as an isolated structure at a distorted geometry.

Structure (ORCA input):
```
! wB97M-V def2-TZVPD RIJCOSX def2/J DEFGRID3
* xyz 1 1
F 1.2480 2.2699 -0.3669
C -0.0809 -0.8798 1.9982
O 0.2586 0.1575 1.0629
C 0.0504 1.4958 1.5408
C 1.1146 2.4274 1.0410
H 0.1154 -1.8765 1.5872
H 0.5313 -0.7104 2.8888
H -1.1701 -0.8410 2.1135
H 0.0815 1.5067 2.6378
H -0.9425 1.7938 1.1748
H 2.1061 2.1777 1.4335
H 0.8619 3.4730 1.2388
Pb 1.9045 -0.1289 -0.7109
C -0.5822 -2.1515 -2.8041
O -1.0395 -1.7391 -1.5427
C -0.6932 -0.4235 -1.2150
H -0.8357 -3.2109 -2.9265
H -1.0581 -1.5645 -3.6084
H 0.5117 -2.0138 -2.9015
H -1.5226 -0.0505 -0.5952
H -0.8593 0.2885 -2.0462
*
```

## Properties
E_LUMO (alpha / beta) in Eh: -0.176 / -0.176
HOMO level (alpha / beta) in eV: -11.252 / -11.252
Calculated total energy in eV: -17429.575
Frontier orbital gap (alpha / beta) in Eh: 0.238 / 0.238